The following is a quantum chemistry calculation of a structure of composition C23H43N2OP3RuSe at a distorted geometry, from the OMol25 dataset.

The calculation puts the LUMO energy (spin up / spin down) at -7.756 / -11.746 eV. The frontier orbital gap (spin up / spin down) is 7.74 / 4.69 eV. The expectation value of S² is 8.786. For the relative energy (zero: lowest compared OMol25 entry of this formula, charge and spin), the calculation gives 0.387 eV.

```
! RIJCOSX wB97M-V def2-TZVPD def2/J DEFGRID3
* xyz 3 6
Ru 0.407 0.545 0.848
P 2.430 1.412 0.926
P -0.978 1.973 -0.548
P 0.797 -1.826 0.666
H -1.501 -0.368 -2.497
C -1.541 -1.290 -1.948
C -2.524 -1.476 -1.035
H -3.163 -0.645 -0.768
C 3.500 1.284 -0.535
C 2.167 3.199 1.247
C 3.240 0.549 2.305
C -2.643 1.793 -1.328
C -1.383 3.385 0.563
C -0.080 2.710 -1.991
C -0.257 -3.321 0.275
C 1.192 -2.400 2.399
C 2.301 -2.376 -0.229
H -0.794 -2.038 -2.127
H -2.704 -2.451 -0.597
H 4.441 1.790 -0.302
H 2.993 1.772 -1.375
H 3.670 0.231 -0.781
H 3.139 3.681 1.394
H 1.538 3.338 2.137
H 1.656 3.645 0.379
H 4.133 1.100 2.608
H 3.518 -0.459 1.976
H 2.550 0.467 3.154
H -2.781 2.721 -1.912
H -3.399 1.721 -0.530
H -2.710 0.922 -1.987
H -1.749 4.202 -0.080
H -0.499 3.697 1.138
H -2.178 3.050 1.251
H -0.810 3.256 -2.596
H 0.375 1.919 -2.599
H 0.709 3.378 -1.634
H 0.354 -4.235 0.361
H -0.674 -3.283 -0.732
H -1.097 -3.394 0.977
H 1.620 -3.418 2.369
H 0.269 -2.422 2.997
H 1.905 -1.717 2.876
H 2.369 -3.472 -0.273
H 3.209 -1.944 0.203
H 2.235 -2.048 -1.274
C 0.981 -1.448 -5.060
C -0.415 -1.650 -5.244
C -0.868 -2.250 -6.412
C 0.026 -2.525 -7.453
C 1.378 -2.153 -7.353
C 1.854 -1.581 -6.182
Se 1.602 -1.022 -3.425
H 0.769 1.186 -0.510
H -1.091 -1.390 -4.428
H -1.926 -2.506 -6.494
H -0.328 -3.021 -8.347
H 2.064 -2.309 -8.181
H 2.888 -1.252 -6.070
N -2.670 1.538 7.035
C -2.886 0.377 6.340
O -3.498 -0.563 6.804
C -2.232 0.365 4.993
C -1.291 1.326 4.642
C -0.655 1.288 3.412
N -0.881 0.301 2.534
C -1.822 -0.635 2.809
C -2.484 -0.643 4.041
H -3.149 1.635 7.934
H -2.441 2.391 6.589
H -1.008 2.133 5.297
H 0.064 2.056 3.101
H -2.036 -1.367 2.024
H -3.201 -1.437 4.230
*
```

Charges obtained by Mulliken population analysis, quoted in units of e:
1 Ru -0.2707
2 P 1.1748
3 P 1.5164
4 P 1.2413
5 H 0.2353
6 C -0.4515
7 C -0.8578
8 H 0.2169
9 C -1.1410
10 C -1.2749
11 C -1.2220
12 C -1.6618
13 C -1.3674
14 C -1.1599
15 C -1.5700
16 C -1.2409
17 C -0.4790
18 H 0.4929
19 H 0.4485
20 H 0.5106
21 H 0.3322
22 H 0.2493
23 H 0.5683
24 H 0.3326
25 H 0.2357
26 H 0.5507
27 H 0.2927
28 H 0.2880
29 H 0.5580
30 H 0.4369
31 H 0.4336
32 H 0.4940
33 H 0.3337
34 H 0.3758
35 H 0.4711
36 H 0.2440
37 H 0.3573
38 H 0.5184
39 H 0.3552
40 H 0.3269
41 H 0.4518
42 H 0.3672
43 H 0.3247
44 H 0.4738
45 H 0.3513
46 H -0.4080
47 C 0.9369
48 C -0.1271
49 C -0.6618
50 C -0.3596
51 C -0.5508
52 C -0.5588
53 Se 0.2565
54 H -0.0567
55 H 0.1844
56 H 0.4271
57 H 0.4495
58 H 0.4207
59 H 0.4100
60 N -0.3158
61 C 0.1484
62 O -0.5352
63 C 1.1041
64 C -1.0097
65 C -0.7897
66 N 0.4059
67 C -0.5796
68 C -0.6465
69 H 0.2759
70 H 0.1575
71 H 0.3538
72 H 0.2657
73 H 0.4110
74 H 0.5293

The following is a quantum chemistry calculation of a structure of composition C5H5NO at a distorted geometry, from the OMol25 dataset.

The calculation puts the LUMO energy (spin up / spin down) at -0.728 / -0.725 eV. The frontier orbital gap (spin up / spin down) is 7.63 / 7.63 eV. For the relative energy (zero: lowest compared OMol25 entry of this formula, charge and spin), the calculation gives 5.696 eV.

```
! RIJCOSX wB97M-V def2-TZVPD def2/J DEFGRID3
* xyz 0 1
O 0.357 0.182 1.944
C 0.729 0.165 0.779
C 2.136 0.265 0.372
C 3.130 0.036 -0.274
C -0.215 0.124 -0.377
C -2.117 -0.431 -0.393
N -1.488 0.703 0.050
H 3.966 -0.255 -0.870
H 0.243 0.508 -1.306
H -2.741 -0.973 0.346
H -2.556 -0.476 -1.401
H -1.412 0.585 1.060
*
```

Charges obtained by natural (NBO) population analysis, quoted in units of e:
1 O -0.5533
2 C 0.4327
3 C -0.1027
4 C -0.1528
5 C -0.1956
6 C -0.0119
7 N -0.6465
8 H 0.2410
9 H 0.2159
10 H 0.1975
11 H 0.1910
12 H 0.3847

The following is a quantum chemistry calculation of an isolated molecule of C15H21NOS, from the OMol25 dataset.

The calculation puts the LUMO energy at 0.243 eV. The frontier orbital gap is 8.78 eV. For the relative energy (zero: lowest compared OMol25 entry of this formula, charge and spin), the calculation gives 0.025 eV. As for the SMILES: CC(C)(C)SCCNC(=O)/C=C/c1ccccc1.

```
! RIJCOSX wB97M-V def2-TZVPD def2/J DEFGRID3
* xyz 0 1
C 3.877 1.998 1.178
C 4.223 1.335 -0.149
C 4.141 2.351 -1.285
C 5.602 0.692 -0.111
S 2.928 0.068 -0.575
C 3.222 -1.258 0.654
C 2.053 -2.234 0.640
N 0.801 -1.575 0.911
C -0.269 -1.685 0.077
O -0.287 -2.463 -0.858
C -1.400 -0.806 0.435
C -2.507 -0.799 -0.314
C -3.704 -0.002 -0.124
C -4.751 -0.132 -1.040
C -5.911 0.605 -0.903
C -6.052 1.489 0.154
C -5.022 1.630 1.072
C -3.861 0.894 0.936
H 3.943 1.293 2.005
H 2.869 2.405 1.145
H 4.573 2.812 1.376
H 3.139 2.767 -1.350
H 4.375 1.876 -2.234
H 4.847 3.162 -1.114
H 5.784 0.131 -1.025
H 5.704 0.020 0.739
H 6.363 1.465 -0.024
H 4.143 -1.780 0.396
H 3.320 -0.797 1.637
H 2.239 -3.020 1.384
H 1.948 -2.699 -0.345
H 0.799 -0.869 1.630
H -1.280 -0.178 1.306
H -2.513 -1.467 -1.168
H -4.645 -0.820 -1.866
H -6.710 0.491 -1.621
H -6.958 2.066 0.264
H -5.128 2.318 1.898
H -3.071 1.016 1.661
*
```

Charges obtained by natural (NBO) population analysis, quoted in units of e:
1 C -0.6250
2 C -0.1111
3 C -0.6237
4 C -0.6277
5 S 0.1677
6 C -0.5287
7 C -0.2376
8 N -0.6039
9 C 0.6411
10 O -0.6310
11 C -0.2972
12 C -0.1055
13 C -0.1174
14 C -0.1688
15 C -0.2128
16 C -0.2023
17 C -0.2287
18 C -0.1253
19 H 0.2029
20 H 0.2183
21 H 0.2086
22 H 0.2180
23 H 0.2204
24 H 0.2114
25 H 0.2206
26 H 0.2071
27 H 0.2101
28 H 0.2211
29 H 0.1988
30 H 0.1970
31 H 0.2443
32 H 0.3894
33 H 0.1908
34 H 0.2289
35 H 0.2128
36 H 0.2149
37 H 0.2138
38 H 0.2126
39 H 0.1961

The following is a quantum chemistry calculation of a cluster of 2 separate species, CH6NS in total at a distorted geometry, from the OMol25 dataset.

The calculation puts the LUMO energy at 4.406 eV. The frontier orbital gap is 7.15 eV. For the relative energy (zero: lowest compared OMol25 entry of this formula, charge and spin), the calculation gives 0.124 eV.

```
! RIJCOSX wB97M-V def2-TZVPD def2/J DEFGRID3
* xyz -1 1
S -1.228 2.252 0.423
H -1.996 2.836 -0.526
C 0.383 -1.171 0.381
N 1.026 -0.225 -0.570
H 0.903 -0.974 1.321
H 0.505 -2.225 0.132
H -0.680 -0.954 0.500
H 0.438 -0.231 -1.402
H 0.648 0.691 -0.260
*
```

Charges obtained by natural (NBO) population analysis, quoted in units of e:
1 S -1.0666
2 H 0.0906
3 C -0.4238
4 N -0.8658
5 H 0.1779
6 H 0.1595
7 H 0.1953
8 H 0.3326
9 H 0.4003

Q: Among the records above, which one has the highest relative energy (zero: lowest compared OMol25 entry of this formula, charge and spin)?
A: C5H5NO

Q: Number 4 is which compound?
A: CH6NS